# 1
119
Properties=species:S:1:pos:R:3:forces:R:3 method="wB97M-V/def2-TZVPD" charge=+1 e_homo_ev=-10.25 e_lumo_ev=-3.323 homo_lumo_gap_ev=6.92 multiplicity=1
O -42.0114 -10.9476 8.5753 -0.33 0.70 0.73
H -41.2692 -10.3573 8.9135 0.88 -0.45 0.33
H -42.4627 -10.4888 7.8092 -0.94 -0.32 -1.20
H -41.7568 -11.8647 8.4077 0.37 0.20 -0.40
O -44.5896 -12.1918 4.9799 -0.73 -0.31 -0.65
H -45.3587 -11.6568 4.6900 -0.03 -0.03 0.26
H -44.0230 -11.5815 5.5483 0.74 1.62 0.95
H -44.1373 -12.4925 4.1718 0.24 0.08 0.13
C -43.2828 -8.9143 6.0151 2.12 -0.95 0.42
O -43.0429 -8.0520 7.1135 -0.88 0.22 -0.12
O -43.5847 -10.1624 6.5061 -0.84 -0.47 -0.55
C -44.2248 -8.2419 5.0206 -0.32 1.36 0.36
F -45.3869 -7.7863 5.5403 -0.20 -0.46 0.15
F -43.6596 -7.0986 4.5632 0.37 -0.88 -0.16
F -44.5316 -9.0509 3.9942 0.14 -0.06 0.24
C -41.7483 -7.4797 7.2909 -0.33 0.63 -0.77
C -41.7885 -6.5428 8.4872 -0.52 -0.58 0.30
H -40.7624 -6.2782 8.7322 -0.10 -0.07 0.47
H -42.3807 -5.6305 8.4006 0.20 0.05 -0.90
H -42.3537 -7.0161 9.2938 0.74 -0.35 0.40
H -41.4727 -6.8615 6.4276 -0.11 -0.20 -0.28
H -41.0349 -8.3071 7.3552 0.27 0.19 0.44
H -42.3596 -9.0061 5.4221 0.20 0.31 -0.16
C -47.8114 -6.5263 2.7559 -1.15 1.10 -0.72
O -48.2299 -6.2289 1.6338 0.32 -1.50 0.68
N -47.0287 -5.6437 3.3995 0.73 0.64 -0.02
N -48.1323 -7.6152 3.5209 0.21 -0.41 -0.64
H -46.6370 -4.9608 2.7704 0.14 0.30 0.56
H -46.7067 -5.7256 4.3468 0.19 0.05 -0.09
H -48.7108 -8.3293 3.1190 -0.23 0.14 0.24
H -47.9429 -7.5528 4.5046 -0.31 -0.32 0.17
C -45.9457 -11.4163 9.2448 0.60 1.56 -2.94
O -46.3055 -12.2110 8.3673 -0.10 -0.02 0.82
N -46.3362 -11.3961 10.5201 -1.11 -1.77 1.13
N -45.1534 -10.3492 8.9077 0.56 0.32 1.47
H -47.0551 -12.0886 10.6880 0.16 0.15 0.34
H -46.3522 -10.5926 11.1176 0.12 0.25 -0.23
H -44.8147 -9.8337 9.7022 0.09 0.27 -0.19
H -44.8409 -10.0266 7.9966 0.01 -0.82 -0.09
C -45.2868 -5.6421 9.1213 1.09 1.00 1.14
O -45.7366 -4.5835 8.6783 -0.04 -1.12 -0.41
N -45.2743 -6.8765 8.5754 -1.12 0.08 -1.11
N -44.6094 -5.6209 10.3184 -0.29 0.18 -0.39
H -45.6135 -6.9675 7.6319 -0.14 0.03 0.07
H -44.6413 -7.5901 8.8727 0.21 0.13 0.04
H -44.5275 -4.7218 10.7589 0.07 -0.25 0.30
H -44.2884 -6.4804 10.7151 0.12 0.22 0.50
C -44.6154 -6.4184 0.7490 0.91 -0.59 -1.66
O -44.8644 -6.6474 -0.4275 -0.18 -0.25 0.71
N -44.0147 -5.2970 1.1829 0.29 0.99 1.30
N -44.6748 -7.3472 1.7735 0.04 0.04 -0.58
H -43.7004 -4.5315 0.6187 -0.44 -0.18 -0.45
H -43.9908 -5.1449 2.1826 0.11 0.45 -0.09
H -45.1375 -8.2147 1.5749 -0.46 0.25 0.24
H -44.6747 -6.9246 2.6821 -0.37 -0.52 0.26
C -41.5232 -10.3698 2.6873 0.19 0.78 -2.27
O -41.1549 -9.2121 2.8416 -0.17 -0.41 0.81
N -42.5839 -10.6973 1.8794 -1.26 -0.69 0.24
N -40.8080 -11.4596 3.0470 0.38 0.29 0.81
H -42.7739 -11.6572 1.6537 0.32 -0.08 -0.10
H -43.1586 -10.0677 1.3445 0.41 0.70 0.40
H -41.1637 -12.3867 2.9390 0.29 -0.19 -0.02
H -39.9047 -11.2701 3.4473 -0.14 -0.35 0.25
C -44.5893 -3.9701 5.1265 -0.74 0.51 -0.52
O -44.5787 -4.1162 3.8981 0.14 -0.01 0.29
N -45.7208 -3.7703 5.8531 -0.18 -0.25 0.23
N -43.4730 -3.9616 5.8695 0.89 -0.57 -0.30
H -45.6989 -4.0374 6.8291 -0.37 0.34 0.16
H -46.5492 -3.3707 5.4527 0.00 -0.27 -0.19
H -42.6248 -4.2255 5.3763 -0.01 0.12 0.44
H -43.4777 -3.7218 6.8425 -0.06 0.05 -0.02
C -48.3033 -8.7437 7.2524 -1.00 0.66 0.70
O -48.4220 -7.5410 7.0526 0.20 -0.45 -0.27
N -49.2744 -9.5426 7.8076 1.44 0.56 -0.31
N -47.1805 -9.4416 6.9610 1.13 -0.11 -1.08
H -50.1678 -9.1248 7.9920 -0.18 -0.49 -0.10
H -49.0233 -10.4936 7.6064 -1.33 -0.45 0.44
H -46.4920 -8.9454 6.4277 -0.06 0.05 0.21
H -46.8765 -10.3167 7.3513 -0.58 -0.16 0.16
C -37.5385 -6.2236 7.8137 0.75 0.06 1.45
O -37.2900 -7.3341 7.3517 -0.82 0.53 -0.21
N -36.7647 -5.6625 8.7900 0.51 -0.16 0.09
N -38.6128 -5.4268 7.6309 -1.30 -0.95 -1.70
H -36.0968 -6.2203 9.2905 0.31 0.28 -0.22
H -36.9366 -4.6956 8.9810 0.50 0.04 0.48
H -39.3016 -5.7322 6.9577 0.07 0.39 -0.13
H -38.7141 -4.5076 8.0135 0.03 0.04 0.09
C -40.1733 -5.3902 4.2758 0.35 0.14 -0.05
O -40.9805 -4.7306 4.9321 0.50 -0.33 -0.12
N -38.8269 -5.1747 4.3664 0.11 0.58 0.40
N -40.4805 -6.3723 3.4236 -0.97 -0.65 -0.10
H -38.1516 -5.8809 4.1446 0.09 0.12 -0.12
H -38.5596 -4.3393 4.8561 0.24 -0.16 0.02
H -39.8060 -6.8180 2.8306 0.00 0.02 -0.03
H -41.4370 -6.6807 3.3428 0.05 0.01 -0.08
C -39.4457 -4.7248 12.4680 -1.58 -0.92 0.19
O -40.4267 -5.2124 13.0154 0.53 0.11 -0.58
N -38.9287 -5.1339 11.2646 0.95 0.42 -0.41
N -38.7306 -3.7184 13.0096 0.76 1.05 0.56
H -38.0853 -4.6666 10.9935 0.09 -0.11 -0.22
H -39.2757 -5.7880 10.5893 -0.60 -0.22 0.56
H -39.1024 -3.1887 13.7794 -0.21 -0.35 0.05
H -38.0272 -3.2360 12.4829 0.01 0.03 -0.08
C -39.2176 -9.3429 10.4425 -0.65 -0.38 0.35
O -39.9125 -9.7741 9.5085 0.19 0.58 -0.24
N -38.4867 -8.2003 10.4393 -0.73 -0.61 -1.14
N -39.1600 -9.9987 11.6237 -0.08 -0.06 -0.20
H -37.9420 -8.0695 11.2680 0.53 0.66 -0.30
H -38.2640 -7.8324 9.5191 0.35 0.01 0.45
H -38.6892 -9.5235 12.3694 -0.21 -0.37 0.52
H -39.8895 -10.6666 11.8059 0.18 0.00 0.24
C -38.9760 -10.6038 6.3165 -0.50 -1.56 -0.66
O -40.0321 -11.2470 6.4038 0.29 0.35 0.56
N -38.9230 -9.3876 5.7680 -0.46 1.36 -0.60
N -37.7405 -11.1242 6.5911 0.33 0.27 0.13
H -38.1345 -8.7622 5.8227 0.06 -0.13 0.36
H -39.7762 -8.9962 5.3988 0.00 -0.12 0.04
H -37.6419 -12.1042 6.7905 -0.30 0.00 0.02
H -37.0264 -10.7305 6.0015 0.34 -0.15 0.27

=====

# 2
18
Properties=species:S:1:pos:R:3:forces:R:3 method="wB97M-V/def2-TZVPD" charge=+1 e_homo_ev=-14.72 e_lumo_ev=-4.593 homo_lumo_gap_ev=10.12 multiplicity=1
C -1.7158 1.3825 1.2160 -0.24 0.00 -0.28
C 0.4611 2.1849 0.5891 0.19 -0.19 -0.01
N -0.3422 1.2178 0.7350 -0.40 -0.01 -0.12
H -1.8946 0.7866 2.1055 0.23 -0.12 0.05
H -2.3759 1.0290 0.4262 -0.08 0.03 0.03
H -1.9142 2.4270 1.4318 0.03 0.05 -0.02
H 0.1350 3.1938 0.8121 0.05 -0.02 0.14
H 1.4709 1.9987 0.2455 -0.04 -0.01 -0.12
H -0.1120 0.2400 0.4360 0.20 0.05 0.47
C 0.7631 -2.0046 -0.8665 -0.45 0.32 0.59
O 0.0167 -1.5177 0.3107 0.31 -0.19 -0.59
C 0.8739 -0.8754 -1.8678 -0.43 -0.70 -0.05
H 1.7429 -2.3262 -0.5221 0.06 -0.14 -0.06
H 0.1963 -2.8491 -1.2493 0.15 -0.06 -0.26
H -0.3295 -2.3021 0.7597 0.06 0.39 0.08
H 1.4894 -0.0834 -1.4642 0.14 0.36 -0.03
H 1.3203 -1.2388 -2.7927 0.20 0.04 0.09
H -0.1232 -0.5267 -2.1405 0.03 0.21 0.10